Entry 1:
Computed, not measured: a molecular structure, C24H27N7O2PPbS, with ωB97M-V/def2-TZVPD.

Positions of all 63 atoms, in Å:
C  2.304  2.566  -3.247
C  -1.832  -2.048  3.695
C  1.001  1.671  -5.050
S  -2.194  -2.369  -0.270
C  0.592  0.687  -4.185
H  4.887  -1.297  -2.680
H  -1.039  -2.085  4.431
N  0.970  0.624  -2.901
C  1.760  0.250  0.898
H  2.280  3.395  -5.212
N  2.135  1.483  -1.080
H  0.459  0.580  4.523
H  -5.413  1.212  -0.243
N  -3.689  0.138  -0.516
H  3.142  -1.370  -2.933
O  -3.331  -2.868  -0.971
H  -0.084  -0.094  -4.519
H  -2.200  3.111  -2.346
C  -3.886  -1.986  1.815
C  1.890  2.625  -4.559
C  -2.473  0.162  -1.050
H  2.694  2.525  0.631
C  -4.179  -1.845  3.152
H  3.958  2.501  -0.612
N  2.192  0.177  -0.499
H  -4.668  -1.978  1.068
C  -1.537  -2.190  2.357
H  -0.153  0.989  0.312
H  4.013  0.181  -3.051
C  -3.158  -1.866  4.113
H  2.626  -2.656  -0.636
N  -3.449  -1.686  5.439
C  -4.418  1.238  -0.672
H  3.030  3.269  -2.870
H  -5.207  -1.726  3.471
C  2.880  2.559  -0.440
H  3.637  -0.307  1.807
C  0.825  0.491  3.509
C  -2.563  -2.153  1.416
O  -0.942  -3.138  -0.343
P  3.872  -0.517  -0.703
C  2.604  -0.024  1.967
N  -1.655  -0.949  -0.924
H  2.499  3.507  -0.809
C  -3.949  2.357  -1.337
H  -0.517  -2.355  2.039
C  1.797  1.555  -2.417
Pb  0.425  -1.432  -1.601
H  4.378  -2.850  -0.520
C  3.947  -0.765  -2.516
H  -2.759  -1.941  6.123
C  2.127  0.080  3.268
C  -0.001  0.809  2.440
N  -1.906  1.189  -1.690
C  0.468  0.690  1.142
H  -4.406  -1.766  5.736
H  -1.015  1.147  2.612
H  2.791  -0.143  4.093
C  -2.657  2.276  -1.826
H  -4.551  3.244  -1.462
H  3.462  -2.328  0.893
C  3.533  -2.244  -0.189
H  0.651  1.688  -6.071

Total charge ... +1
Highest occupied orbital energy ... -10.50 eV
Energy relative to the best compared isomer or geometry (same formula, charge and spin) ... 9.11 kcal/mol
E_tot ... -65218.44799 eV
Multiplicity ... 1

In elementary charge units, the Löwdin charges are: -0.003 -0.029 -0.049 0.584 -0.141 0.052 0.113 -0.037 -0.324 0.121 -0.144 0.112 0.118 0.144 0.015 -0.257 0.115 0.112 -0.057 -0.035 -0.482 0.093 -0.014 0.088 -0.317 0.114 -0.067 0.090 0.037 -0.307 -0.023 0.121 -0.098 0.109 0.117 -0.031 0.076 -0.073 -0.310 -0.484 0.944 -0.070 -0.283 0.097 -0.045 0.112 -0.322 1.506 0.056 -0.280 0.100 -0.054 -0.060 0.111 -0.051 0.101 0.120 0.114 -0.119 0.104 0.036 -0.282 0.113

=====

Entry 2:
Computed, not measured: 2 unconnected molecules or ions with the total composition C8H14N2O2 at a distorted geometry, with ωB97M-V/def2-TZVPD.

Positions of all 26 atoms, in Å:
H  0.140  -1.229  -1.775
H  1.893  1.310  -1.203
C  -0.508  -0.127  -0.114
H  2.360  -0.237  -0.716
H  -0.128  0.806  2.275
H  -1.839  -2.138  1.217
N  -1.525  0.529  0.238
H  -0.550  -2.744  0.133
H  -0.436  0.029  -3.738
H  0.985  -1.294  0.851
C  -0.804  -2.319  1.069
H  -1.686  0.341  -2.592
C  0.133  -0.215  -1.491
H  -1.187  -0.713  2.709
H  2.127  -0.035  -2.396
O  1.146  4.142  1.589
C  0.945  3.118  1.110
O  0.786  2.088  0.623
N  -2.298  1.266  0.556
H  -0.482  -2.984  1.902
H  0.618  -0.628  3.060
C  -0.233  -0.248  2.468
C  -0.051  -0.987  1.014
C  -0.616  0.466  -2.717
H  -0.432  1.578  -2.622
C  1.640  0.225  -1.449

Highest occupied orbital energy ... -7.56 eV
Energy relative to the best compared isomer or geometry (same formula, charge and spin) ... 42.39 kcal/mol
E_tot ... -15595.95170 eV
Multiplicity ... 1

In elementary charge units, the Löwdin charges are: 0.099 0.075 -0.300 0.080 0.032 0.064 -0.111 0.060 0.088 0.122 -0.076 0.055 -0.312 0.064 0.069 0.231 -0.391 0.182 0.218 0.096 0.081 -0.022 -0.351 -0.057 0.090 -0.087

=====

Entry 3:
Computed, not measured: 2 unconnected molecules or ions with the total composition C2H8N4 at a distorted geometry, with ωB97M-V/def2-TZVPD.

Positions of all 14 atoms, in Å:
H  0.813  -2.224  2.496
H  -0.449  -1.833  -0.089
C  -0.113  2.044  -1.334
H  -0.369  0.393  -2.493
H  -1.003  -1.243  3.205
N  0.381  -1.870  0.467
C  0.098  -1.756  1.815
N  0.426  2.914  -2.191
H  1.373  -1.940  0.343
N  -0.255  0.778  -1.559
H  1.106  3.513  -1.706
N  -1.052  -1.384  2.213
H  -0.386  2.440  -0.349
H  -0.572  0.169  -0.817

Total charge ... +1
Highest occupied orbital energy (spin up / spin down) ... -12.67 / -12.67 eV
Energy relative to the best compared isomer or geometry (same formula, charge and spin) ... 24.78 kcal/mol
E_tot ... -8154.23833 eV
Multiplicity ... 2

In elementary charge units, the Löwdin charges are: 0.125 0.075 -0.164 0.168 0.032 0.052 -0.383 0.291 0.090 0.243 0.127 0.059 0.175 0.112

=====

Entry 4:
Computed, not measured: a molecular structure, C21H28CoN2P2 at a distorted geometry, with ωB97M-V/def2-TZVPD.

Positions of all 54 atoms, in Å:
H  0.244  -2.606  2.286
H  0.836  2.292  -4.576
C  -3.667  -0.218  1.687
C  -0.140  -1.764  2.871
H  0.126  0.721  4.181
H  -2.512  1.511  -2.688
C  0.984  1.349  -2.635
H  -2.551  3.204  -2.151
C  3.497  -2.139  1.486
H  0.048  2.012  2.951
H  -4.705  0.846  3.165
C  -4.903  0.067  2.392
Co  -1.127  -0.139  0.331
H  0.018  3.234  -2.366
C  2.716  -1.033  1.109
H  1.118  2.753  -1.037
C  2.630  -3.370  -0.398
H  -1.414  0.207  -1.132
C  3.518  -3.287  0.626
H  2.270  0.965  1.833
C  0.914  1.343  -4.029
H  1.047  0.107  -5.823
C  2.057  -0.091  2.042
C  0.899  -1.067  -4.048
H  4.064  -2.118  2.409
H  0.768  -2.031  -4.510
P  0.092  -0.197  1.964
C  -2.548  2.165  -1.809
H  -1.557  3.884  0.389
H  -1.418  1.059  3.360
C  1.126  -1.025  -2.656
C  0.362  2.394  -1.736
P  -1.119  1.835  -0.754
H  -5.651  0.428  1.652
N  2.592  0.072  -1.173
N  -2.754  -0.436  0.997
H  -5.240  -0.880  2.863
H  -1.910  2.471  1.450
H  -0.196  2.990  1.163
H  -3.490  1.979  -1.288
C  0.971  0.117  -4.744
C  -1.203  2.899  0.722
C  1.090  -2.131  -1.837
C  2.490  -0.946  -0.302
H  0.418  -1.678  3.809
H  4.207  -4.077  0.858
C  1.631  0.179  -2.104
C  -0.330  1.026  3.235
H  2.458  -4.295  -0.947
H  0.653  -3.023  -2.203
H  2.316  -0.314  3.096
C  2.028  -2.192  -0.832
H  -0.545  -1.130  -0.227
H  -1.211  -1.919  3.078

Total charge ... +1
Highest occupied orbital energy (spin up / spin down) ... -8.35 / -10.33 eV
E_tot ... -81402.00631 eV
Multiplicity ... 5

In elementary charge units, the Löwdin charges are: 0.055 0.120 -0.136 -0.230 0.057 0.065 -0.207 0.059 -0.014 0.032 0.105 -0.027 -0.043 0.104 -0.229 0.096 -0.032 0.007 -0.071 0.089 -0.039 0.106 -0.200 -0.013 0.114 0.118 0.803 -0.225 0.059 0.040 -0.192 -0.214 0.808 0.109 0.272 0.062 0.109 0.037 0.047 0.054 -0.073 -0.238 -0.005 -0.195 0.052 0.103 -0.205 -0.257 0.128 0.128 0.099 -0.195 -0.043 0.046

=====

Q: Which of these has the highest multiplicity?
A: C21H28CoN2P2